Model i:
DFT (ωB97M-V/def2-TZVPD) results for the molecule C2H4O3.

The HOMO energy comes out at -10.34 eV. Its LUMO energy is 0.0262 Ha. The SMILES is OO[C@H]1CO1.

Last column: Mulliken charge in e.
CARTESIAN COORDINATES (ANGSTROEM)
1 O 2.251 0.188 0.179  -0.373
2 O 1.004 -0.386 0.566  -0.161
3 C 0.007 0.054 -0.261  0.316
4 C -1.311 -0.185 0.355  -0.473
5 O -0.896 1.136 0.279  -0.412
6 H 2.450 0.073 -0.783  0.329
7 H 0.042 -0.003 -1.397  0.295
8 H -2.078 -0.356 -0.258  0.252
9 H -1.468 -0.521 1.321  0.227

Model ii:
DFT (ωB97M-V/def2-TZVPD) results for a 2-piece molecular cluster, C2H4O3 overall.

The HOMO energy (alpha / beta) comes out at -8.25 / -8.26 eV. Its LUMO energy (alpha / beta) is 0.0073 / 0.0073 Ha.

Last column: Mulliken charge in e.
CARTESIAN COORDINATES (ANGSTROEM)
1 C 0.034 -0.999 1.398  -0.070
2 C 0.241 1.328 -0.294  0.009
3 O -0.552 -0.530 0.470  -0.326
4 O -0.600 1.477 -2.635  -0.465
5 O -0.602 1.780 -1.042  -0.146
6 H -0.432 -1.638 2.070  0.300
7 H 1.065 -0.726 1.576  0.188
8 H 1.301 1.171 -0.616  0.237
9 H -1.438 1.779 -2.926  0.274

Model iii:
DFT (ωB97M-V/def2-TZVPD) results for a 2-piece molecular cluster, C2H4O3 overall.

The HOMO energy comes out at -9.17 eV. Its LUMO energy is 0.0288 Ha. The SMILES is C=C=O.OO.

Last column: Mulliken charge in e.
CARTESIAN COORDINATES (ANGSTROEM)
1 C -0.807 -1.143 -0.149  -0.858
2 C -1.602 -0.137 0.075  0.690
3 O -2.249 0.831 0.180  -0.380
4 H -1.026 -2.157 0.152  0.252
5 H 0.045 -1.100 -0.755  0.322
6 O 1.404 0.743 0.750  -0.351
7 O 1.318 0.942 -0.652  -0.328
8 H 0.647 1.145 1.205  0.318
9 H 2.271 0.876 -0.807  0.335

Model iv:
DFT (ωB97M-V/def2-TZVPD) results for the molecule C2H4O3.

The HOMO energy comes out at -10.43 eV. Its LUMO energy is 0.0162 Ha. The SMILES is O=C(O)CO.

Last column: Mulliken charge in e.
CARTESIAN COORDINATES (ANGSTROEM)
1 O -1.729 -0.550 -0.034  -0.586
2 C -0.604 -0.123 -0.034  0.652
3 O -0.407 1.118 0.098  -0.488
4 C 0.805 -0.853 0.065  -0.280
5 O 1.761 0.232 -0.129  -0.527
6 H -1.344 1.491 -0.280  0.385
7 H 1.034 -1.464 0.988  0.198
8 H 0.829 -1.552 -0.691  0.266
9 H 1.272 0.983 0.316  0.380

model iv ends up most stable, edging out the next structure by 71.9 kcal/mol.

Model i:
DFT (ωB97M-V/def2-TZVPD) results for an isolated ion of composition C4H8N2 and charge +2.

Its charge is +2. The HOMO energy comes out at -20.77 eV. Its LUMO energy is -0.4154 Ha. The SMILES is CC#[N+]/C=[NH+]/C.

Last column: Mulliken charge in e.
CARTESIAN COORDINATES (ANGSTROEM)
1 C 3.326 -0.012 -0.052  -0.820
2 C 1.999 0.053 0.113  0.598
3 N 0.808 0.054 0.047  0.053
4 C -0.453 -0.197 0.356  0.110
5 N -1.376 0.312 -0.372  -0.044
6 C -2.702 0.116 -0.078  -0.757
7 H 3.953 0.230 0.787  0.397
8 H 3.507 -1.076 -0.253  0.360
9 H 3.416 0.488 -0.990  0.315
10 H -0.566 -0.828 1.212  0.429
11 H -1.182 0.800 -1.214  0.319
12 H -3.418 0.478 -0.922  0.298
13 H -2.851 0.660 0.906  0.379
14 H -3.216 -0.839 0.174  0.362

Model ii:
DFT (ωB97M-V/def2-TZVPD) results for a 2-piece molecular cluster, C4H8N2 overall.

Its charge is +2. The HOMO energy comes out at -20.54 eV. Its LUMO energy is -0.3193 Ha.

Last column: Mulliken charge in e.
CARTESIAN COORDINATES (ANGSTROEM)
1 C 0.632 -0.697 -1.599  0.556
2 C -0.061 0.046 2.509  -0.103
3 C -0.201 -1.656 -1.613  -0.599
4 C -1.202 1.464 0.862  -0.270
5 N -0.589 0.704 1.613  0.147
6 N 1.491 0.204 -1.751  -0.199
7 H -0.256 0.285 3.556  0.291
8 H 0.604 -0.789 2.315  0.270
9 H -1.275 -1.563 -1.705  0.318
10 H 0.128 -2.689 -1.538  0.308
11 H -0.763 2.400 0.521  0.337
12 H -2.207 1.228 0.523  0.327
13 H 1.954 0.690 -0.984  0.301
14 H 1.819 0.443 -2.692  0.316

model ii ends up most stable, edging out the next structure by 9.8 kcal/mol.

Model i:
DFT (ωB97M-V/def2-TZVPD) results for the molecule C9H16N2O4.

The HOMO energy comes out at -9.23 eV. Its LUMO energy is 0.0038 Ha. The SMILES is C[C@@H](O)[C@H](NC(=O)[C@@H]1CCCN1)C(=O)O.

Last column: Mulliken charge in e.
CARTESIAN COORDINATES (ANGSTROEM)
1 C 1.557 -0.632 2.385  -1.215
2 C 2.184 -1.086 1.103  0.218
3 O 1.650 -2.347 0.510  -0.598
4 C 1.964 -0.093 -0.218  -0.265
5 N 0.628 -0.036 -0.568  -0.013
6 C -0.142 1.108 -0.828  0.168
7 O 0.393 2.228 -0.585  -0.704
8 C -1.635 1.050 -1.205  0.152
9 C -2.505 1.856 -0.057  -0.683
10 C -3.369 0.640 0.500  -0.619
11 C -2.423 -0.545 0.396  -0.268
12 N -1.930 -0.432 -1.062  -0.698
13 C 3.069 -0.520 -1.354  0.098
14 O 4.354 -1.176 -1.061  -0.571
15 O 2.633 0.231 -2.453  -0.336
16 H 1.859 0.315 2.696  0.379
17 H 0.517 -0.661 2.122  0.113
18 H 1.778 -1.239 3.286  0.348
19 H 3.337 -1.007 1.110  0.338
20 H 2.519 -2.619 -0.047  0.389
21 H 2.298 0.909 0.020  0.479
22 H 0.216 -0.879 -0.885  0.330
23 H -1.829 1.370 -2.218  0.533
24 H -1.951 2.479 0.694  0.372
25 H -3.164 2.440 -0.735  0.307
26 H -4.222 0.175 -0.110  0.266
27 H -3.690 1.004 1.444  0.401
28 H -3.090 -1.298 0.677  0.498
29 H -1.570 -0.474 1.051  -0.218
30 H -2.837 -0.667 -1.565  0.392
31 H 3.402 -0.094 -3.045  0.406

Model ii:
DFT (ωB97M-V/def2-TZVPD) results for the molecule C9H16N2O4.

The HOMO energy comes out at -8.89 eV. Its LUMO energy is 0.0187 Ha. The SMILES is C[C@@H](O)[C@H](NC(=O)[C@@H]1CCCN1)C(=O)O.

Last column: Mulliken charge in e.
CARTESIAN COORDINATES (ANGSTROEM)
1 C 0.448 -2.745 -2.371  -1.371
2 C -0.878 -2.315 -1.744  -0.382
3 O -0.994 -2.914 -0.444  -0.620
4 C -1.189 -0.852 -1.454  0.339
5 N -0.280 -0.446 -0.377  -0.088
6 C -0.169 0.842 0.008  0.190
7 O -0.632 1.786 -0.617  -0.676
8 C 0.449 0.998 1.384  0.260
9 C 0.294 2.387 2.005  -0.972
10 C 1.739 2.775 2.417  -0.477
11 C 2.520 2.161 1.233  -0.525
12 N 1.936 0.781 1.328  -0.552
13 C -2.668 -0.862 -1.096  0.255
14 O -3.434 -1.205 -1.990  -0.610
15 O -3.131 -0.236 0.016  -0.418
16 H 1.192 -2.481 -1.643  0.351
17 H 0.721 -2.335 -3.332  0.358
18 H 0.560 -3.856 -2.493  0.334
19 H -1.644 -2.600 -2.385  0.604
20 H -0.938 -3.881 -0.524  0.350
21 H -1.200 -0.181 -2.356  0.442
22 H -0.062 -1.216 0.215  0.314
23 H 0.137 0.210 2.131  0.345
24 H -0.409 2.363 2.835  0.378
25 H -0.264 3.063 1.322  0.291
26 H 1.997 2.244 3.331  0.281
27 H 1.898 3.893 2.484  0.324
28 H 3.584 2.033 1.468  0.320
29 H 2.351 2.605 0.216  0.311
30 H 2.177 0.302 0.454  0.271
31 H -4.109 -0.320 -0.020  0.374

model ii ends up most stable, edging out the next structure by 95.9 kcal/mol.

Model i:
DFT (ωB97M-V/def2-TZVPD) results for the molecule C2H4ClNS.

The HOMO energy comes out at -8.87 eV. Its LUMO energy is -0.0126 Ha. The SMILES is CN(Cl)C=S.

Last column: Mulliken charge in e.
CARTESIAN COORDINATES (ANGSTROEM)
1 C -0.401 -0.122 -0.526  -0.739
2 N 0.488 -0.478 0.585  -0.094
3 Cl 1.810 -1.622 0.092  -0.090
4 C 0.903 0.416 1.533  0.085
5 S -0.014 1.752 1.897  -0.317
6 H 0.319 0.450 -1.224  0.317
7 H -0.846 -0.992 -1.124  0.260
8 H -1.195 0.586 -0.242  0.318
9 H 1.866 0.135 2.089  0.259

Model ii:
DFT (ωB97M-V/def2-TZVPD) results for a 2-piece molecular cluster, C2H4ClNS overall.

The HOMO energy comes out at -8.61 eV. Its LUMO energy is -0.0019 Ha.

Last column: Mulliken charge in e.
CARTESIAN COORDINATES (ANGSTROEM)
1 C 2.992 -0.236 -0.105  0.026
2 C -1.274 -0.620 -0.179  -0.564
3 N -0.673 0.665 -0.272  -0.281
4 S 3.456 0.731 0.990  -0.035
5 Cl 0.145 1.435 1.039  -0.114
6 H -0.348 1.032 -1.190  0.254
7 H -2.021 -0.864 -0.997  0.264
8 H -0.510 -1.470 -0.169  0.242
9 H -1.767 -0.674 0.883  0.208

model i ends up most stable, edging out the next structure by 50.0 kcal/mol.